Record 1
C2H7ClN2 | ωB97M-V/def2-TZVPD

The value obtained for the total energy is -650.008464 Eh. The calculation puts the LUMO energy at 0.8 eV. As for the energy relative to the best compared isomer or geometry (same formula, charge and spin): 18.8 kcal/mol. As for the HOMO energy: -9.1050 eV. The value obtained for the HOMO-LUMO gap is 0.3644 Eh. As for the net charge: 0. As for the structure (SMILES): CCN(N)Cl.

Last column: natural (NBO) charge in e.
Element x y z (Å)
C: -1.25643 0.61493 0.38750  -0.63
C: 0.00145 0.65937 -0.36492  -0.27
N: 0.74522 -1.51957 -0.13181  -0.63
N: 0.88782 -0.26764 0.31492  -0.14
Cl: 2.68452 0.33590 -0.01952  -0.16
H: -1.25634 1.36288 1.20116  0.21
H: -2.13766 0.79294 -0.16207  0.22
H: -1.50794 -0.25285 1.04653  0.23
H: -0.13016 0.61996 -1.51842  0.19
H: 0.44069 1.64686 -0.07937  0.23
H: 0.53231 -1.72441 -1.18069  0.36
H: 0.99653 -2.26836 0.50668  0.39


Record 2
C2H7ClNO2P | ωB97M-V/def2-TZVPD

The value obtained for the total energy is -1087.010551 Eh. The calculation puts the LUMO energy (alpha / beta) at 0.8 / -2.1 eV. Its expectation value of S² is 2.006. As for the multiplicity: 3. As for the HOMO energy (alpha / beta): -5.8199 / -9.1981 eV. The value obtained for the HOMO-LUMO gap (alpha / beta) is 0.2451 / 0.2596 Eh. As for the net charge: 0.

Last column: natural (NBO) charge in e.
Element x y z (Å)
C: 2.51080 1.37269 -0.31016  -0.48
C: -1.57101 -2.20988 -0.60589  -0.24
N: 2.29920 0.97128 0.86857  -0.37
O: -0.66851 1.05380 -0.45313  -1.01
O: -1.69506 -1.33547 0.52224  -0.83
P: -0.94619 0.14088 0.93966  1.31
Cl: -2.60595 0.91186 1.46661  -0.27
H: 3.24150 2.26432 -0.56986  0.24
H: 1.92378 0.79898 -0.94223  0.22
H: -0.27925 1.90334 -0.17373  0.50
H: -2.53935 -2.64674 -0.80522  0.19
H: -1.00062 -3.12425 -0.29014  0.18
H: -1.23841 -1.62354 -1.37893  0.19
H: 2.56908 1.52274 1.73223  0.37


Record 3
C2H7ClO2Si | ωB97M-V/def2-TZVPD

The value obtained for the total energy is -980.498689 Eh. The calculation puts the LUMO energy (alpha / beta) at -1.4 / -2.0 eV. As for the energy relative to the best compared isomer or geometry (same formula, charge and spin): 113.8 kcal/mol. As for the HOMO energy (alpha / beta): -6.1444 / -5.4820 eV. The value obtained for the HOMO-LUMO gap (alpha / beta) is 0.1732 / 0.1294 Eh. As for the net charge: 0.

Last column: natural (NBO) charge in e.
Element x y z (Å)
C: -1.06243 -0.65621 -0.58428  -1.16
C: 2.48993 -0.62183 0.51567  -0.89
O: 0.39603 1.97028 -0.03269  -1.11
O: -2.24159 1.96650 0.07401  -1.09
Si: -0.90052 1.07069 0.13973  2.16
Cl: 3.02210 0.75689 -0.46023  -0.12
H: -1.01394 -0.61022 -1.67071  0.28
H: -0.23590 -1.27395 -0.24088  0.31
H: -1.99690 -1.13067 -0.30430  0.26
H: 2.71983 -0.41116 1.55681  0.16
H: 3.00359 -1.50930 0.15471  0.17
H: 1.31494 1.61287 -0.16163  0.52
H: -2.21035 2.91926 -0.01556  0.53


Record 4
C2H7CsO3 | ωB97M-V/def2-TZVPD

The value obtained for the total energy is -325.963403 Eh. The calculation puts the LUMO energy (alpha / beta) at -3.6 / -5.2 eV. Its expectation value of S² is 0.754. As for the multiplicity: 2. As for the HOMO energy (alpha / beta): -13.4017 / -13.3200 eV. The value obtained for the HOMO-LUMO gap (alpha / beta) is 0.3597 / 0.2970 Eh. As for the net charge: +1.

Last column: natural (NBO) charge in e.
Element x y z (Å)
O: 0.15709 -1.12065 0.07950  -0.34
C: -0.95528 -0.45792 0.49408  -0.16
C: -1.35216 0.73543 -0.35573  -0.09
O: -2.39737 1.39562 0.31407  -0.71
H: 2.10615 -0.64347 0.80629  0.51
H: -0.74364 -0.14875 1.54401  0.25
H: -1.79684 -1.17588 0.62644  0.25
H: -1.68683 0.38831 -1.34897  0.16
H: -0.47795 1.40002 -0.47916  0.16
H: -2.47845 2.29581 -0.00936  0.49
Cs: 2.75657 -1.85025 -2.76331  1.00
O: 3.15042 -0.78127 0.42594  -1.01
H: 3.71828 -0.03701 0.66619  0.49


Record 5
C2H7EuO3 | ωB97M-V/def2-TZVPD

The value obtained for the total energy is -1016.355676 Eh. The calculation puts the LUMO energy (alpha / beta) at -0.1 / -0.3 eV. Its expectation value of S² is 20.008. As for the multiplicity: 9. As for the energy relative to the best compared isomer or geometry (same formula, charge and spin): 0.0 kcal/mol. As for the HOMO energy (alpha / beta): -5.7052 / -9.3841 eV. The value obtained for the HOMO-LUMO gap (alpha / beta) is 0.2071 / 0.3346 Eh. As for the net charge: 0.

Last column: Löwdin spin population.
Element x y z (Å)
O: 1.16706 -0.49297 1.33730  0.01
H: 1.47036 0.41800 1.36107  0.00
C: 3.31508 0.93709 4.30752  0.00
O: 3.29109 -0.22750 5.09597  0.01
C: 2.75953 -1.35741 4.43351  0.01
H: 2.30128 1.30154 4.07334  0.01
H: 3.83893 1.71494 4.87496  0.00
H: 3.84419 0.75484 3.35503  0.00
H: 2.92695 -2.19206 5.13735  0.00
H: 3.36083 -1.53510 3.51682  0.00
Eu: -0.54562 -0.83335 5.34406  7.88
O: 1.39129 -1.22552 4.15992  0.07
H: 1.03539 -0.77973 2.29740  0.00


Record 6
C2H7FNOP | ωB97M-V/def2-TZVPD

The value obtained for the total energy is -651.629630 Eh. The calculation puts the LUMO energy at 1.0 eV. As for the energy relative to the best compared isomer or geometry (same formula, charge and spin): 41.7 kcal/mol. As for the HOMO energy: -9.9986 eV. The value obtained for the HOMO-LUMO gap is 0.4040 Eh. As for the net charge: 0. As for the structure (SMILES): NP(O)F.C=C.

Last column: natural (NBO) charge in e.
Element x y z (Å)
C: -2.94093 0.06872 -0.30456  -0.38
C: -1.92515 0.82194 0.09631  -0.37
N: 3.89842 -0.11764 -0.32816  -1.23
O: 1.84111 -0.86550 0.87640  -0.97
F: 2.06490 1.48400 0.35481  -0.60
P: 2.29059 0.00362 -0.44083  1.51
H: -3.76876 -0.07170 0.30138  0.19
H: -2.99823 -0.27108 -1.23248  0.18
H: 1.37815 -1.60690 0.63513  0.49
H: -1.88970 1.34955 1.07038  0.19
H: -1.06989 1.12693 -0.54372  0.19
H: 4.48266 -0.05897 0.48500  0.40
H: 4.64665 -0.01530 -0.95876  0.41


Record 7
C2H7FNS | ωB97M-V/def2-TZVPD

The value obtained for the total energy is -632.883800 Eh. The calculation puts the LUMO energy at -3.6 eV. As for the energy relative to the best compared isomer or geometry (same formula, charge and spin): 25.4 kcal/mol. As for the HOMO energy: -14.2089 eV. The value obtained for the HOMO-LUMO gap is 0.3909 Eh. As for the net charge: +1.

Last column: natural (NBO) charge in e.
Element x y z (Å)
C: -0.76792 1.47747 0.13924  -0.22
C: -0.73697 -0.04834 0.29095  -0.23
N: 0.31048 0.71017 -0.47552  -0.55
F: 2.30141 -1.77292 -0.26567  -0.57
S: -1.79250 -1.32922 -0.26754  0.16
H: -1.45210 2.03501 -0.44773  0.25
H: -0.28445 2.05557 0.96518  0.24
H: -0.55201 -0.31773 1.35432  0.28
H: 0.27663 0.58313 -1.58067  0.46
H: 1.28988 0.88526 -0.24526  0.46
H: 3.01451 -2.30201 -0.26866  0.57
H: -1.60695 -1.97639 0.80138  0.14


Record 8
C2H7HgO3 | ωB97M-V/def2-TZVPD

The value obtained for the total energy is -459.146713 Eh. The calculation puts the LUMO energy at -5.5 eV. As for the energy relative to the best compared isomer or geometry (same formula, charge and spin): 0.0 kcal/mol. As for the HOMO energy: -14.6642 eV. The value obtained for the HOMO-LUMO gap is 0.3350 Eh. As for the net charge: +1.

Last column: natural (NBO) charge in e.
Element x y z (Å)
O: 0.11378 0.86765 0.01354  -0.83
C: -1.26289 0.69933 0.38666  -0.09
C: -1.89982 -0.43134 -0.40081  -0.09
O: -3.21407 -0.57115 0.08444  -0.70
H: 0.22329 1.32766 -0.85522  0.56
H: -1.78692 1.64797 0.21934  0.22
H: -1.27427 0.47424 1.45962  0.21
H: -1.31364 -1.35458 -0.25272  0.16
H: -1.88932 -0.18485 -1.47572  0.18
H: -3.64760 -1.30315 -0.36108  0.50
Hg: 1.64586 -0.01215 0.71767  1.52
O: 3.17172 -0.44170 -0.11857  -1.14
H: 3.53492 -1.31498 -0.26205  0.51


Record 9
C2H7I2N2O | ωB97M-V/def2-TZVPD

The value obtained for the total energy is -860.164207 Eh. The calculation puts the LUMO energy at -6.1 eV. As for the energy relative to the best compared isomer or geometry (same formula, charge and spin): 69.8 kcal/mol. As for the HOMO energy: -13.0129 eV. The value obtained for the HOMO-LUMO gap is 0.2536 Eh. As for the net charge: +1.

Last column: natural (NBO) charge in e.
Element x y z (Å)
C: 0.00873 2.26368 0.13968  -0.36
C: -1.51526 -1.34512 -0.30606  0.71
N: -0.70533 -0.29545 -0.33173  -0.84
N: -1.18996 -2.57481 0.14505  -0.81
O: -2.77718 -1.10015 -0.54367  -0.60
I: 5.06177 0.17553 -0.15767  -0.09
I: 1.20618 0.02746 0.36716  0.78
H: 0.01753 2.41471 -0.96456  0.25
H: -0.94965 2.00351 0.49400  0.22
H: 0.58836 2.88081 0.90627  0.24
H: 5.14263 1.61734 0.56585  0.11
H: -1.95381 -3.23478 -0.10020  0.45
H: -0.22061 -2.64800 0.52417  0.43
H: -2.71340 -0.18473 -0.73828  0.51


Record 10
C2H7IN2 | ωB97M-V/def2-TZVPD

The value obtained for the total energy is -487.376747 Eh. The calculation puts the LUMO energy (alpha / beta) at 0.3 / -2.1 eV. Its expectation value of S² is 2.021. As for the multiplicity: 3. As for the energy relative to the best compared isomer or geometry (same formula, charge and spin): 0.0 kcal/mol. As for the HOMO energy (alpha / beta): -6.0770 / -9.3345 eV. The value obtained for the HOMO-LUMO gap (alpha / beta) is 0.2328 / 0.2666 Eh. As for the net charge: 0.

Last column: natural (NBO) charge in e.
Element x y z (Å)
C: 0.66388 -0.80905 0.95330  -0.64
C: 0.34919 0.61121 0.58742  -0.31
N: -1.21176 -0.49280 -1.08290  -0.74
N: 0.09765 0.73914 -0.78009  -0.37
I: -0.38504 2.48090 -1.56679  0.29
H: 0.56064 -1.01939 2.05387  0.22
H: -0.13035 -1.35132 0.38334  0.24
H: 1.66821 -1.09942 0.70246  0.21
H: -0.57429 1.10524 1.21800  0.23
H: 1.23641 1.27790 0.81221  0.21
H: -1.66983 -0.21278 -1.85459  0.32
H: -0.60470 -1.22963 -1.42624  0.33